Entry one
Molecular formula: C3H6N2O2
Method: DFT, ωB97M-V/def2-TZVPD

The HOMO energy is -9.7 eV. The SMILES is [H]/N=C/OCC(N)=O. For the LUMO energy, the calculation gives 0.79 eV. The value obtained for the gap between HOMO and LUMO is 10.50 eV.

```
! RIJCOSX wB97M-V def2-TZVPD def2/J DEFGRID3
* xyz 0 1
N -1.5835 0.5265 -0.2192
C -1.0531 -0.7131 0.1994
O -1.6050 -1.7827 0.1050
C 0.0255 -0.3816 1.2339
O 1.2972 0.1794 0.8934
C 1.6814 0.3520 -0.3655
N 0.9634 0.1063 -1.3796
H -2.5637 0.4890 -0.4418
H -0.9925 0.9497 -0.9267
H 0.2354 -1.2181 1.9114
H -0.5850 0.4691 1.5890
H 2.7013 0.7433 -0.3631
H 1.4786 0.2801 -2.2362
*
```

---

Entry two
Molecular formula: C3H6N2O2
Method: DFT, ωB97M-V/def2-TZVPD

The HOMO energy is -10.3 eV. The SMILES is CN(C=O)C(N)=O. For the LUMO energy, the calculation gives 0.82 eV. The value obtained for the gap between HOMO and LUMO is 11.11 eV.

```
! RIJCOSX wB97M-V def2-TZVPD def2/J DEFGRID3
* xyz 0 1
C 0.0854 1.1957 0.0195
C 0.5963 -1.1158 -0.6148
C -1.3643 -0.6448 0.7498
N 1.3099 1.3392 -0.4677
N -0.1640 -0.2427 0.0330
O -0.6221 1.9671 0.5725
O 1.5370 -0.9325 -1.3041
H 0.1382 -2.2143 -0.7189
H -1.0211 -0.4861 1.8866
H -2.2579 -0.0990 0.3912
H -1.6848 -1.7528 0.7329
H 1.6285 2.3052 -0.3130
H 1.8190 0.6810 -0.9671
*
```

---

Entry three
Molecular formula: C3H6N2O2
Method: DFT, ωB97M-V/def2-TZVPD

The HOMO energy is -9.9 eV. The SMILES is [H]/N=C/OCC(N)=O. For the LUMO energy, the calculation gives 0.87 eV. The value obtained for the gap between HOMO and LUMO is 10.73 eV.

```
! RIJCOSX wB97M-V def2-TZVPD def2/J DEFGRID3
* xyz 0 1
N 1.7170 1.6318 0.2640
C 0.8826 0.8211 0.9764
O 1.1691 0.5163 2.1194
C -0.2839 0.4901 0.0047
O -1.2016 -0.4006 0.5786
C -1.4118 -1.5162 -0.1615
N -0.8249 -1.7918 -1.2493
H 2.5749 1.8691 0.7777
H 1.4411 1.5611 -0.7378
H 0.0056 0.0181 -0.9569
H -0.7244 1.5201 -0.3064
H -2.1805 -2.0700 0.3672
H -1.1633 -2.6491 -1.6762
*
```

---

Entry four
Molecular formula: C3H6N2O2
Method: DFT, ωB97M-V/def2-TZVPD

The HOMO energy is -8.5 eV. For the LUMO energy, the calculation gives 0.38 eV. The value obtained for the gap between HOMO and LUMO is 8.88 eV.

```
! RIJCOSX wB97M-V def2-TZVPD def2/J DEFGRID3
* xyz 0 1
C -0.9601 -0.8594 0.5978
C 1.6559 0.7294 -2.0726
C -0.4446 -0.8209 2.1274
N -1.3642 0.2795 0.1461
N -1.7974 1.1056 -0.5243
O 2.1767 0.3803 -1.0842
O 0.5205 1.4022 -2.2211
H -1.0257 -1.7789 0.0823
H 2.0215 0.5458 -3.1947
H 0.6412 -1.2094 2.1388
H -1.0452 -1.5980 2.7037
H -0.5309 0.0855 2.7392
H 0.1522 1.7384 -1.4382
*
```

---

Most stable pick: entry two. Distance to second place: 13.8 kcal/mol.

---

Entry one
Molecular formula: C3H6N2O2
Method: DFT, ωB97M-V/def2-TZVPD

The HOMO energy is -9.6 eV. The SMILES is [H]/N=C/OCC(N)=O. For the LUMO energy, the calculation gives 0.93 eV. The value obtained for the gap between HOMO and LUMO is 10.54 eV.

```
! RIJCOSX wB97M-V def2-TZVPD def2/J DEFGRID3
* xyz 0 1
N -1.6702 -0.4746 -0.7789
C -0.9330 0.1894 0.2000
O -1.2274 1.2698 0.6701
C -0.0098 -0.8137 0.8801
O 1.3004 -0.2908 1.1948
C 1.7093 0.5168 0.2087
N 0.9598 0.7193 -0.7892
H -2.4786 0.0602 -1.0454
H -1.1448 -0.8270 -1.5716
H 0.1338 -1.6876 0.2431
H -0.5366 -1.0947 1.7965
H 2.7046 0.9272 0.3666
H 1.1926 1.5056 -1.3747
*
```

---

Entry two
Molecular formula: C3H6N2O2
Method: DFT, ωB97M-V/def2-TZVPD

The HOMO energy is -8.5 eV. The SMILES is N/C(O)=N\O.C#C. For the LUMO energy, the calculation gives 0.83 eV. The value obtained for the gap between HOMO and LUMO is 9.29 eV.

```
! RIJCOSX wB97M-V def2-TZVPD def2/J DEFGRID3
* xyz 0 1
C 2.2891 -2.5066 0.0725
C 2.1571 -1.7031 -0.8015
C -1.4008 0.8439 -0.0429
N -1.5414 1.4113 1.1587
N -0.3083 0.8185 -0.7706
O -2.5033 0.2141 -0.5418
O 0.7014 1.4729 -0.0911
H 2.3181 -3.2778 0.8791
H -2.3987 -0.0639 -1.4666
H 2.1020 -0.9105 -1.4387
H -0.6505 1.6578 1.5902
H -2.3084 1.0888 1.6920
H 1.5437 0.9547 -0.2392
*
```

---

Entry three
Molecular formula: C3H6N2O2
Method: DFT, ωB97M-V/def2-TZVPD

The HOMO energy is -9.9 eV. For the LUMO energy, the calculation gives -0.28 eV. The value obtained for the gap between HOMO and LUMO is 9.64 eV.

```
! RIJCOSX wB97M-V def2-TZVPD def2/J DEFGRID3
* xyz 0 1
C 1.2640 1.1514 0.1004
C 0.1201 0.7693 -0.4705
C -0.8815 0.2353 0.3928
N -0.7788 -1.7192 0.1394
N -2.3005 0.2916 -0.1211
O -3.1062 -0.2169 0.6077
O -2.5008 0.8563 -1.1425
H 2.0974 1.5361 -0.4227
H 1.2141 1.2647 1.2023
H -0.0469 0.8523 -1.5486
H -0.8413 0.4391 1.5229
H 0.1808 -1.9186 0.6050
H -1.4068 -1.7285 0.9740
*
```

---

Entry four
Molecular formula: C3H6N2O2
Method: DFT, ωB97M-V/def2-TZVPD

The HOMO energy is -9.7 eV. The SMILES is NC(=O)CNC=O. For the LUMO energy, the calculation gives 0.62 eV. The value obtained for the gap between HOMO and LUMO is 10.29 eV.

```
! RIJCOSX wB97M-V def2-TZVPD def2/J DEFGRID3
* xyz 0 1
C -1.8630 0.2838 -0.9640
N -0.9862 -0.6208 -0.4257
C -0.1040 -0.4754 0.7101
C 1.3717 -0.3245 0.2818
N 1.8184 0.9786 0.2612
O 1.9593 -1.2238 -0.2599
O -2.6205 -0.0910 -1.8321
H -1.9617 1.2554 -0.4687
H -1.1897 -1.5906 -0.6147
H -0.3200 0.3550 1.3793
H -0.2578 -1.4193 1.2350
H 2.6475 1.2198 -0.2371
H 1.5059 1.6527 0.9348
*
```

---

Most stable pick: entry four. Distance to second place: 18.1 kcal/mol.

---

Entry one
Molecular formula: C3H6N2O2
Method: DFT, ωB97M-V/def2-TZVPD

The HOMO energy is -8.0 eV. The SMILES is [H]/N=C/O/C=C(\N)O. For the LUMO energy, the calculation gives 0.87 eV. The value obtained for the gap between HOMO and LUMO is 8.86 eV.

```
! RIJCOSX wB97M-V def2-TZVPD def2/J DEFGRID3
* xyz 0 1
N 1.0940 0.5074 -1.2932
C 0.5556 1.0982 -0.1755
O 0.4777 2.4492 -0.3033
C 0.2080 0.4380 0.9347
O 0.4085 -0.9477 1.0014
C -0.5900 -1.7419 0.5651
N -1.6434 -1.3269 0.0042
H 1.2435 1.1120 -2.0810
H 0.7976 -0.4283 -1.5118
H -0.2461 0.9062 1.7986
H 0.2560 2.8408 0.5518
H -0.3350 -2.7869 0.7613
H -2.2265 -2.1200 -0.2524
*
```

---

Entry two
Molecular formula: C3H6N2O2
Method: DFT, ωB97M-V/def2-TZVPD

The HOMO energy is -9.1 eV. For the LUMO energy, the calculation gives 0.71 eV. The value obtained for the gap between HOMO and LUMO is 9.77 eV.

```
! RIJCOSX wB97M-V def2-TZVPD def2/J DEFGRID3
* xyz 0 1
C -0.3654 1.1275 -0.2385
C -1.3501 0.1483 0.3313
C 0.2374 -1.0983 -0.0390
H -0.5236 1.7917 -1.1665
H 0.1671 1.8235 0.3309
H -2.5141 0.3701 0.1563
H -1.0057 -0.0463 1.4641
H 1.0208 -2.0373 -0.5916
H 0.2236 -1.4661 1.1005
N 1.8526 0.5494 -0.1999
N 0.6802 0.1193 -0.5188
O 2.5687 -0.3552 0.0317
O -0.9915 -0.9265 -0.6604
*
```

---

Entry three
Molecular formula: C3H6N2O2
Method: DFT, ωB97M-V/def2-TZVPD

The HOMO energy is -9.8 eV. The SMILES is [H]/N=C/OCC(N)=O. For the LUMO energy, the calculation gives 0.80 eV. The value obtained for the gap between HOMO and LUMO is 10.65 eV.

```
! RIJCOSX wB97M-V def2-TZVPD def2/J DEFGRID3
* xyz 0 1
N 0.3595 -0.0952 -1.6825
C 0.3547 1.0354 -0.9561
O 0.4990 2.1646 -1.4124
C 0.2288 1.0619 0.5405
O 0.7152 -0.0421 1.3306
C -0.0610 -1.1453 1.3813
N -1.0234 -1.3768 0.5851
H 0.4309 0.0404 -2.6793
H -0.0647 -0.9326 -1.3026
H -0.8072 1.2402 0.8297
H 0.7514 2.0566 0.5231
H 0.2547 -1.8084 2.1973
H -1.4937 -2.2533 0.8079
*
```

---

Most stable pick: entry three. Distance to second place: 15.1 kcal/mol.

---

Entry one
Molecular formula: C3H6N2O2
Method: DFT, ωB97M-V/def2-TZVPD

The HOMO energy (spin up / spin down) is -7.4 / -7.4 eV. The SMILES is C/C(N)=[N+](\[O-])C=O. For the LUMO energy (spin up / spin down), the calculation gives 0.46 / 0.46 eV. The value obtained for the gap between HOMO and LUMO (spin up / spin down) is 7.90 / 7.89 eV.

```
! RIJCOSX wB97M-V def2-TZVPD def2/J DEFGRID3
* xyz 0 1
C -0.9991 1.2282 -0.7897
C -0.5160 0.0592 0.0168
N -1.1432 -0.2603 1.1537
C 2.0477 -1.1317 0.1507
O 0.8921 -0.6907 -1.3642
N 0.7733 -0.2615 -0.0419
O 2.3060 -1.1903 1.3486
H -2.1010 0.0245 1.2923
H -0.7286 -0.9833 1.7296
H 2.8332 -1.3820 -0.5780
H -2.0517 1.0976 -1.0491
H -0.9159 2.1362 -0.1832
H -0.3971 1.3539 -1.6854
*
```

---

Entry two
Molecular formula: C3H6N2O2
Method: DFT, ωB97M-V/def2-TZVPD

The HOMO energy (spin up / spin down) is -9.4 / -8.6 eV. For the LUMO energy (spin up / spin down), the calculation gives -0.56 / -0.76 eV. The value obtained for the gap between HOMO and LUMO (spin up / spin down) is 8.86 / 7.79 eV.

```
! RIJCOSX wB97M-V def2-TZVPD def2/J DEFGRID3
* xyz 0 1
C 0.0227 -0.4348 0.0205
C 1.0938 -1.3565 0.4488
N -1.0905 -0.9832 -0.5574
C 0.1180 1.0259 0.3946
N -0.5347 1.9619 -0.3292
O -1.0683 -0.2513 -1.6843
O 0.7599 1.2981 1.4013
H -1.9727 -1.0799 -0.0471
H -0.9083 1.7402 -1.2386
H -0.4983 2.9137 -0.0028
H 1.7780 -0.8952 1.1555
H 1.6483 -1.6778 -0.4407
H 0.6522 -2.2612 0.8795
*
```

---

Most stable pick: entry two. Distance to second place: 51.5 kcal/mol.